No. 1
The molecule C3H3NO2S at a distorted geometry. Source: OMol25; level of theory: ωB97M-V/def2-TZVPD.

Last column: Mulliken charge in e.
Positions of all 10 atoms, in Å:
C  -0.23295  2.51611  0.04116  0.35
C  -0.50783  1.31855  0.70936  0.47
C  0.17189  0.12115  0.10529  -1.03
N  0.10960  3.31830  -0.71167  -0.39
O  -1.57931  3.62719  2.13235  -0.42
O  -1.34247  1.13650  1.75711  -0.30
S  -2.04560  2.34571  2.62513  0.45
H  1.23246  0.51955  -0.25514  0.29
H  0.55515  -0.68423  0.78914  0.33
H  -0.36615  -0.46439  -0.68557  0.26

Summary:
* LUMO level (spin up / spin down): -0.811 / -1.228 eV
* HOMO energy (spin up / spin down): -9.12 / -8.52 eV
* relative energy (zero: lowest compared OMol25 entry of this formula, charge and spin): 99.0 kcal per mole
* HOMO-LUMO gap (spin up / spin down): 8.309 / 7.287 eV



No. 2
A structure of composition C30H25BrLiN4O3. Source: OMol25; level of theory: ωB97M-V/def2-TZVPD.

Last column: Mulliken charge in e.
Positions of all 64 atoms, in Å:
Li  0.88896  -0.90887  -0.76260  0.94
C  3.98632  -0.21730  1.10615  -1.21
O  2.62229  -0.45844  1.40953  -0.36
C  1.83473  0.60989  1.66131  0.91
C  2.27634  1.90811  1.82618  -0.52
C  1.34615  2.91525  2.07965  -0.55
Br  1.96756  4.69475  2.30926  -0.26
C  0.00132  2.65475  2.14332  -0.26
C  -0.45031  1.34397  1.95672  1.14
C  0.46071  0.31766  1.73819  -0.18
O  0.10229  -0.96914  1.54360  -0.66
C  -1.87764  1.03220  1.94606  -0.24
N  -2.36741  -0.16310  2.19236  -0.83
C  -3.73796  -0.02506  2.06316  0.29
C  -4.75670  -0.96346  2.21069  -0.84
C  -6.05722  -0.54474  2.00072  -0.46
C  -6.34985  0.78205  1.65183  -0.51
C  -5.34993  1.72727  1.51207  -0.90
C  -4.04673  1.30021  1.73059  0.77
N  -2.83709  1.96166  1.68379  0.03
H  4.51410  0.18489  1.97693  0.47
H  4.07558  0.45798  0.25421  0.46
H  4.40824  -1.18059  0.83289  0.23
H  3.32569  2.15061  1.76024  0.48
H  -0.70438  3.45401  2.31972  0.62
H  -0.86815  -1.03180  1.70635  0.46
H  -4.52667  -1.98708  2.47615  0.43
H  -6.86872  -1.25448  2.10233  0.37
H  -7.38043  1.06904  1.48477  0.38
H  -5.56570  2.74966  1.23246  0.47
H  -2.67591  2.81171  1.14561  0.18
O  2.55075  -0.57475  -1.52279  -0.60
C  3.46835  -1.35410  -1.93135  0.07
C  4.68568  -0.82080  -2.46255  -0.34
C  5.70937  -1.61414  -2.91350  -0.41
C  5.60406  -3.01079  -2.87489  -0.76
C  4.44885  -3.56211  -2.36189  -0.77
C  3.38889  -2.78702  -1.87692  0.28
C  2.21142  -3.44384  -1.31183  0.42
N  1.05881  -2.89598  -0.96488  -0.01
C  0.26785  -3.90735  -0.47451  -0.45
C  0.93331  -5.08853  -0.52375  -0.76
N  2.16848  -4.78355  -1.05297  -0.06
H  4.75296  0.26031  -2.50379  0.41
H  6.60647  -1.15291  -3.31288  0.37
H  6.39998  -3.64217  -3.24674  0.37
H  4.36696  -4.64525  -2.36099  0.23
H  -0.72979  -3.71026  -0.11877  0.44
H  0.66138  -6.08842  -0.23656  0.42
H  2.92922  -5.42394  -1.17396  0.17
C  -0.58189  0.50937  -1.68954  -1.92
C  -1.38863  1.63298  -1.43164  0.92
C  -2.81362  1.62780  -1.54978  -0.71
C  -3.58072  2.74172  -1.28291  -0.25
C  -3.01065  3.94194  -0.84521  -0.87
C  -1.61268  3.98645  -0.73620  -0.59
C  -0.83318  2.88452  -1.01288  -0.40
H  0.44349  0.73388  -1.98467  0.66
H  -1.04023  -0.30472  -2.25131  0.41
H  -3.29905  0.71313  -1.87528  0.35
H  -4.65769  2.67834  -1.40749  0.41
H  -3.61631  4.82126  -0.66350  0.33
H  -1.12718  4.90725  -0.42452  0.37
H  0.24584  2.95012  -0.91378  0.42

Summary:
* LUMO level: 2.550 eV
* charge: -1
* HOMO energy: -2.85 eV
* relative energy (zero: lowest compared OMol25 entry of this formula, charge and spin): 15.7 kcal per mole
* HOMO-LUMO gap: 5.403 eV



No. 3
A cluster of 2 separate species, C3H10N5 in total at a distorted geometry. Source: OMol25; level of theory: ωB97M-V/def2-TZVPD.

Last column: Mulliken charge in e.
Positions of all 18 atoms, in Å:
C  2.10326  0.39082  0.12707  0.71
C  2.18132  1.88217  0.10371  -1.01
C  3.02847  -1.81047  -0.15135  -0.98
N  -1.57531  0.10823  0.19655  -1.11
N  -0.45646  0.22658  0.21333  1.11
N  0.69519  0.04238  0.32103  -0.39
N  3.01465  -0.38692  -0.09825  -0.39
N  -3.94740  -0.64545  -0.00001  -0.47
H  1.24936  2.39977  -0.03020  0.36
H  2.92573  2.12042  -0.73502  0.28
H  2.55592  2.13224  1.02626  0.28
H  3.98804  -2.09525  -0.08852  0.36
H  2.49552  -2.34166  0.55293  0.37
H  2.68308  -2.08929  -1.07058  0.39
H  -2.93108  -0.88843  0.22068  0.42
H  -4.22989  0.23216  0.28642  0.33
H  -4.64158  -1.22311  0.51283  0.38
H  -4.22918  -0.82369  -0.97796  0.37

Summary:
* LUMO level: -3.607 eV
* charge: +1
* HOMO energy: -12.89 eV
* relative energy (zero: lowest compared OMol25 entry of this formula, charge and spin): 98.5 kcal per mole
* HOMO-LUMO gap: 9.282 eV



No. 4
A structure of composition C12H26NO4P2Ru at a distorted geometry. Source: OMol25; level of theory: ωB97M-V/def2-TZVPD.

Last column: Mulliken charge in e.
Positions of all 46 atoms, in Å:
C  -0.75027  0.84676  -3.37202  -1.02
C  -0.91472  0.45875  -2.00937  1.07
N  0.08083  0.84236  -1.08595  0.19
C  0.85539  1.89939  -1.38065  0.61
C  0.83307  2.49519  -2.64401  -0.79
C  0.04431  1.94709  -3.67025  -0.43
C  -1.98480  -0.31024  -1.53994  -1.41
P  -2.06531  -0.62502  0.23202  1.39
Ru  0.07506  0.08952  0.81871  -0.76
P  1.91895  1.22338  1.08311  1.19
C  1.70708  2.47105  -0.26759  -1.28
O  -0.64761  -3.59323  -2.63269  -0.68
O  0.92741  -3.85465  0.16627  -0.62
H  -1.37595  0.34423  -4.11118  0.43
H  1.43707  3.37982  -2.79311  0.48
H  0.06716  2.37011  -4.67287  0.45
C  -3.52235  0.44007  0.52296  -1.40
C  -2.53603  -2.28928  0.75942  -1.08
H  2.68698  2.78737  -0.64538  0.56
H  1.20990  3.35370  0.16642  0.46
H  -1.18748  -2.84935  -2.43833  0.31
H  -2.65457  -0.77695  -2.31174  0.39
C  2.19223  2.16056  2.56202  -1.28
C  3.46427  0.40808  0.65139  -1.48
H  0.84391  -1.35896  0.61253  0.45
H  0.31851  -4.05771  0.93568  0.33
H  0.34360  -3.80924  -0.59027  0.35
H  0.20047  -3.25532  -3.00914  0.34
H  -1.27832  0.89792  1.24045  0.14
H  1.44240  -0.91650  0.35648  -0.08
H  -4.29914  0.01703  -0.12909  0.46
H  -3.80826  0.44878  1.58123  0.43
H  -3.24480  1.44355  0.17294  0.41
H  -3.38129  -2.62501  0.14582  0.46
H  -1.68576  -2.97867  0.66848  0.11
H  -2.83351  -2.23448  1.81565  0.38
H  4.25069  1.16455  0.55036  0.45
H  3.71882  -0.29977  1.44817  0.41
H  3.34436  -0.14306  -0.28760  0.44
H  3.05293  2.81781  2.42358  0.45
H  1.30517  2.74428  2.81290  0.37
H  2.38470  1.45992  3.37527  0.39
O  -0.28001  0.61571  3.50381  -0.53
C  -0.13394  -0.62292  3.63705  0.04
O  0.03867  -1.46164  2.69144  -0.48
H  -0.15981  -1.06500  4.65704  0.43

Summary:
* LUMO level (spin up / spin down): -3.128 / -5.865 eV
* charge: +1
* spin multiplicity: 5
* HOMO energy (spin up / spin down): -9.30 / -12.04 eV
* relative energy (zero: lowest compared OMol25 entry of this formula, charge and spin): 0.0 kcal per mole
* HOMO-LUMO gap (spin up / spin down): 6.170 / 6.174 eV



no.,E_tot (eV)
1,-19576.4836
2,-113870.4265
3,-10713.1529
4,-43694.7554